Molecular formula: C6H18Cl3MgO3
Method: DFT, ωB97M-V/def2-TZVPD

Charge ... -1
Molecular weight ... 268.871 g mol⁻¹
LUMO ... 2.05 eV
HOMO ... -4.5 eV

Positions of all 31 atoms, in Å:
Mg1 0.21966 -1.57370 0.33381
Cl1 1.63524 -2.96153 -1.12714
Cl2 -2.18589 -2.92068 0.01285
Cl3 0.82511 -2.70983 2.33765
C1 0.12201 0.01197 -3.51066
C2 -0.72446 -0.85873 -2.60666
O1 -0.51158 -0.46281 -1.26643
H1 1.19462 -0.14627 -3.39856
H2 -0.04139 1.06499 -3.28142
H3 -0.11128 -0.16739 -4.56018
H4 -0.43097 -1.88971 -2.80429
H5 -1.78508 -0.73217 -2.82381
H6 -1.02508 0.33831 -1.13943
C3 -2.59054 -0.13222 3.34071
C4 -1.33513 0.40819 2.61631
O2 -1.03698 -0.22084 1.38907
H7 -2.55388 -1.20645 3.52178
H8 -3.52712 -0.06487 2.78719
H9 -2.56663 0.33420 4.32558
H10 -0.45949 0.13703 3.20608
H11 -1.33493 1.47501 2.39274
H12 -1.52160 0.43876 0.88738
C5 2.33187 2.13433 -0.19358
C6 2.33302 0.64782 -0.34619
O3 1.48553 0.04624 0.56027
H13 2.50773 2.54097 0.80232
H14 1.41688 2.63902 -0.50373
H15 3.06499 2.60114 -0.85140
H16 3.29133 0.20260 -0.07880
H17 1.91344 0.36130 -1.31054
H18 1.40063 0.66530 1.28908

Atoms 1-6, force components in eV/Å:
-0.4521 -2.2155 0.1881
-0.1074 0.6950 -0.1499
0.2735 0.4965 -0.1128
-0.0082 0.5292 0.2957
0.1373 0.3779 -0.2658
0.1874 0.0177 -1.2897

Molecular formula: C6H18ClN2OPSi
Method: DFT, ωB97M-V/def2-TZVPD

Charge ... 0
Molecular weight ... 228.736 g mol⁻¹
LUMO ... 0.25 eV
HOMO ... -8.9 eV

Positions of all 30 atoms, in Å:
C1 -1.29700 3.08729 -0.32965
C2 -0.78127 1.58111 -2.10944
C3 0.03828 -2.00149 -1.64378
C4 1.28350 -2.20660 1.85651
C5 -1.04552 -0.32360 1.17050
C6 1.93246 0.75883 1.01159
N1 -0.50463 2.57904 -1.39910
N2 0.84312 -1.02672 -0.94560
O1 1.73240 2.72473 -2.93104
Si1 0.77718 -0.72589 0.75377
P1 1.24767 3.48946 -1.78718
Cl1 0.13333 5.07828 -2.60641
H1 -0.83166 2.79372 0.61244
H2 -1.28269 4.17514 -0.38908
H3 -2.32229 2.71634 -0.36425
H4 -1.69368 1.00614 -2.00340
H5 1.71909 -0.86180 -1.41709
H6 -0.06150 1.30799 -2.87092
H7 -0.15970 -1.66859 -2.66594
H8 0.51532 -2.98568 -1.69300
H9 -0.91089 -2.11078 -1.12497
H10 2.32948 -2.46702 1.72298
H11 1.12968 -2.00059 2.91107
H12 0.69486 -3.08577 1.60774
H13 -1.12475 0.27225 2.07430
H14 -1.53195 0.22259 0.36980
H15 -1.61509 -1.23238 1.33700
H16 2.94554 0.51435 0.70770
H17 1.62564 1.62194 0.42513
H18 1.96994 1.05622 2.05423

Atoms 1-6, force components in eV/Å:
-0.3828 0.2367 0.5934
0.0334 -0.2485 -0.1620
0.0602 -0.1121 -0.0609
-0.1227 0.6036 -0.5211
0.6871 -0.1843 -0.1154
-0.4761 -0.5516 -0.0053

Number 1: E_tot -2046.01380 a.u., largest force on an atom 0.0460 Eh/bohr, orbital gap 6.5285 eV. Number 2: E_tot -1515.27832 a.u., largest force on an atom 0.0284 Eh/bohr, orbital gap 9.0985 eV.